No. 1
Density functional theory data (ωB97M-V with the def2-TZVPD basis set) for a 2-piece molecular cluster, C26H21F3O5 overall in a non-equilibrium geometry.

```
55
Properties=species:S:1:pos:R:3
O 0.679 -3.416 -2.274
H 0.576 0.440 3.565
C -2.328 1.855 -1.525
C 2.663 -2.265 -1.412
H 2.122 -4.178 -4.238
C 2.709 -3.805 -3.397
F -0.778 5.050 -0.389
O -1.282 -3.230 -1.299
H 4.873 -1.640 2.186
H 2.908 -3.112 -0.761
F -2.902 2.375 2.885
H 3.644 -3.385 -3.768
C -0.874 1.605 1.930
C 2.067 -1.052 3.982
C 1.907 -2.752 -2.631
H 3.599 -1.784 -1.722
H 1.766 0.896 -0.114
C 0.283 3.037 0.324
H -5.657 2.924 0.970
C -2.263 -0.803 -0.648
C -0.738 3.961 0.453
H 2.933 -4.641 -2.732
C -1.302 1.042 -1.927
C 3.882 -1.264 2.437
C -3.281 1.368 -0.602
C 0.627 -0.788 -3.139
C 1.283 0.874 0.867
O 0.512 0.215 -3.821
C 3.278 -1.654 3.647
H -2.347 2.905 -1.805
O -3.953 2.313 0.111
C -0.340 -2.631 -1.793
C -1.828 2.603 2.056
C -5.191 1.959 0.758
C 1.941 0.125 1.871
F 1.475 -1.409 5.173
O 1.604 -1.682 -3.530
H 3.741 -2.372 4.317
H -2.242 -1.850 -0.357
H -2.554 4.562 1.489
C 3.231 -0.409 1.563
C 0.233 1.816 1.061
H 2.062 -1.546 -0.847
C -1.238 -0.326 -1.524
H -0.542 1.422 -2.604
H -5.818 1.350 0.095
H -4.078 -0.398 0.424
H 3.691 -0.118 0.615
C -3.310 -0.001 -0.246
H 1.103 3.209 -0.374
C -0.201 -1.182 -1.992
C 1.441 -0.097 3.192
C -1.786 3.808 1.362
H -4.996 1.420 1.694
H -1.001 0.656 2.443
```

Values from the calculation:
Total charge: 0
E_HOMO in eV: -5.99
LUMO in hartree: -0.1460
Kohn-Sham gap in Eh: 0.074
Max |F| in eV/Å: 2.433

---

No. 2
Density functional theory data (ωB97M-V with the def2-TZVPD basis set) for C26H21N7O2S2V as an isolated structure in a non-equilibrium geometry.

```
59
Properties=species:S:1:pos:R:3
C 3.471 1.357 -3.364
C -1.004 3.825 2.129
H -1.641 -4.431 2.766
N 1.285 0.319 -3.321
N -0.361 0.456 1.022
H 3.290 1.640 -4.391
C -0.663 -0.883 -2.706
H -4.467 3.767 0.386
S 0.520 -0.373 3.551
O -0.055 1.738 -0.972
C -1.231 3.026 1.009
C 2.486 0.666 -2.684
C 2.408 -1.402 2.212
C 0.046 -2.970 0.224
V 0.853 -0.164 -0.552
C 0.571 -0.183 1.860
C 1.265 -4.856 1.085
H 0.331 -5.924 2.701
C -2.479 2.993 0.379
C -1.527 -0.674 -3.791
C 4.816 1.260 -1.381
H 3.874 0.273 0.271
N -4.289 5.388 2.463
H -1.806 -2.522 1.200
H 2.134 -5.501 1.052
H 5.721 1.484 -0.837
C 1.968 -1.295 3.482
C 0.254 -5.094 2.009
C -2.026 4.604 2.615
H 3.280 -1.949 1.887
H -0.028 3.838 2.599
C 4.648 1.651 -2.704
C -0.853 -4.259 2.043
C -0.973 -1.791 -1.647
O 1.289 2.383 0.993
H -4.186 5.871 3.336
H -3.974 -2.790 -2.823
H -1.241 0.009 -4.581
H -2.445 -3.239 -0.982
C 3.795 0.584 -0.759
H -1.858 5.240 3.475
N 1.602 -0.773 1.290
H 5.436 2.187 -3.217
S 0.000 1.967 0.498
N 2.644 0.277 -1.389
C -3.028 -2.263 -2.784
C 1.159 -3.796 0.196
N 0.558 -0.303 -2.467
C -2.713 -1.348 -3.815
H 2.409 -1.707 4.375
H 1.936 -3.600 -0.532
C -2.185 -2.505 -1.733
C -3.287 4.593 1.996
C -0.955 -3.194 1.156
H -3.409 -1.192 -4.628
N -0.007 -1.852 -0.677
H -5.219 5.296 2.099
H -2.640 2.366 -0.490
C -3.496 3.775 0.870
```

Values from the calculation:
Total charge: +1
E_HOMO (spin up / spin down) in eV: -10.03 / -10.53
2S+1: 3
Energy relative to the best compared isomer or geometry (same formula, charge and spin) in kJ/mol: 101.51
LUMO (spin up / spin down) in hartree: -0.1411 / -0.1535
Kohn-Sham gap (spin up / spin down) in Eh: 0.228 / 0.233
Max |F| in eV/Å: 1.657

---

No. 3
Density functional theory data (ωB97M-V with the def2-TZVPD basis set) for C26H22AsF7N4O3Rh as an isolated structure in a non-equilibrium geometry.

```
64
Properties=species:S:1:pos:R:3
C 1.986 -2.454 4.313
C -0.061 4.564 1.608
C 0.655 2.724 -0.611
C 2.568 -2.443 5.728
H 0.349 -0.931 5.675
H 0.577 0.570 4.807
C -5.940 -2.177 -4.375
C 0.862 1.028 1.008
F 2.469 0.062 -3.206
C 1.063 -1.657 1.615
C 0.804 -1.288 0.334
H -4.054 0.856 -5.931
F 1.899 -1.961 -4.352
N 1.542 -1.102 3.964
F 4.346 -2.619 -4.442
H 0.684 3.781 -0.841
As 3.567 -1.277 -3.792
C -0.239 3.530 2.675
H 3.916 -0.981 5.179
C 0.688 0.071 0.000
F 1.140 -2.970 1.894
C 0.368 2.436 -3.022
C 1.143 0.622 2.317
C -1.283 -0.800 -4.618
C -8.062 -1.203 -5.117
O 0.082 -0.473 -2.171
H -4.026 -2.878 -3.748
H 1.328 1.382 3.061
C -2.510 -0.898 -4.707
N -9.209 -1.235 -5.176
H -1.074 2.849 2.570
N 0.795 2.373 0.669
N 3.263 -1.132 5.951
C -3.882 -0.994 -4.812
H 1.968 0.158 7.033
C -5.959 -0.054 -5.616
C 0.884 3.409 1.687
H -6.491 -3.010 -3.963
H 1.809 -2.539 6.500
C -4.582 -2.103 -4.257
C -4.601 0.028 -5.502
H 2.751 -2.769 3.605
O 0.404 1.611 -4.042
H -6.522 0.704 -6.143
H 3.283 -3.254 5.847
H 0.703 -2.045 -0.431
C 1.243 -0.718 2.658
C 0.481 1.834 -1.643
C 1.080 -0.342 5.111
H 1.181 -3.192 4.284
H 0.312 5.541 1.876
O 0.363 3.630 -3.158
H -0.782 4.577 0.802
H 2.792 0.902 5.653
F 3.219 -2.065 -2.312
H 3.816 -1.155 6.809
F 3.530 -0.438 -5.282
F 4.919 -0.474 -3.186
C -6.636 -1.147 -5.041
H 0.007 3.789 3.696
C 2.275 0.010 5.999
C 0.395 0.469 -1.354
H 1.896 3.593 2.024
Rh 0.508 -0.324 -4.099
```

Values from the calculation:
Total charge: +2
E_HOMO (spin up / spin down) in eV: -14.12 / -14.12
2S+1: 2
Energy relative to the best compared isomer or geometry (same formula, charge and spin) in kJ/mol: 30.84
LUMO (spin up / spin down) in hartree: -0.2550 / -0.3220
Kohn-Sham gap (spin up / spin down) in Eh: 0.264 / 0.197
Max |F| in eV/Å: 2.131

---

No. 4
Density functional theory data (ωB97M-V with the def2-TZVPD basis set) for C26H22BrN8O3Zn as an isolated structure.

```
61
Properties=species:S:1:pos:R:3
H -5.257 2.995 -1.416
O -4.216 2.895 0.376
C -3.783 -0.999 -2.059
H -3.810 -4.051 -3.527
O 2.038 -2.216 -1.774
Br 0.733 3.876 2.724
C 1.613 1.095 -1.432
C -5.027 2.297 -0.604
H 2.343 0.117 5.603
H -1.958 -0.142 -1.289
C 2.441 0.628 4.653
H 4.269 0.480 1.805
C 0.008 -1.801 2.696
C 1.665 1.738 4.367
H -5.358 -2.172 -2.891
N 0.417 -1.749 0.355
C 2.572 -2.228 -0.566
H 1.681 -2.145 3.968
H 4.547 -2.714 -1.179
C 0.051 2.734 -2.893
C 3.685 -2.097 2.057
H 5.519 -2.529 1.096
C 1.824 2.382 3.150
H -1.495 3.255 -4.159
N 4.121 -0.991 4.059
C -2.424 -0.966 -1.811
C -4.747 0.112 -1.705
Zn 0.333 -1.493 -1.646
H -4.701 3.587 0.832
H -0.719 -1.783 3.495
N 1.115 3.260 -2.276
N 0.556 0.560 -2.055
H 2.748 2.891 -1.093
C 3.914 -2.481 -0.334
H -0.435 4.530 -3.675
C 2.772 1.952 2.235
C 1.343 -1.982 2.955
C -3.441 -3.159 -3.043
N -0.748 3.580 -3.574
H -3.273 1.239 -0.771
H -1.041 0.905 -3.325
H 2.918 2.499 1.313
H 2.240 0.438 -0.846
C 4.453 -2.406 0.952
O -5.922 0.012 -1.987
C -0.211 1.354 -2.793
H -5.965 1.906 -0.202
C -2.090 -3.033 -2.773
N -4.223 1.200 -1.101
H 0.946 2.104 5.086
N -1.586 -1.948 -2.180
H -1.384 -3.810 -3.034
C 3.522 0.823 2.509
C 3.336 0.130 3.708
H -1.454 -1.452 1.142
C 1.745 -1.980 0.585
N 4.354 -1.930 3.286
C -4.295 -2.128 -2.694
C -0.412 -1.640 1.374
C 1.881 2.448 -1.569
C 2.273 -1.997 1.896
```

Values from the calculation:
Total charge: +1
E_HOMO in eV: -10.09
Energy relative to the best compared isomer or geometry (same formula, charge and spin) in kJ/mol: 20.21
LUMO in hartree: -0.1178
Kohn-Sham gap in Eh: 0.253
Max |F| in eV/Å: 0.972

---

No. 5
Density functional theory data (ωB97M-V with the def2-TZVPD basis set) for C26H22F3I2IrN5OS as an isolated structure in a non-equilibrium geometry.

```
61
Properties=species:S:1:pos:R:3
C -2.097 1.287 1.890
C 0.908 -2.176 -1.397
C -1.705 2.993 -2.371
S 2.097 -1.828 -0.194
H -4.739 1.055 -0.964
H -1.822 2.180 1.344
H -1.941 -2.679 -3.864
C -1.111 -2.556 -3.186
H -0.140 -2.052 1.368
N 0.739 1.847 -2.080
O 1.502 -0.089 2.405
H -1.095 -2.978 2.551
H 0.118 -4.073 -4.091
H 2.823 2.829 -3.303
C 1.400 -0.923 3.316
C 3.060 2.243 -2.427
C 3.584 0.820 -0.081
C -1.175 -1.606 -2.178
H 2.330 -1.872 5.014
C 1.986 1.675 -1.703
H 5.638 1.282 -0.461
F 3.401 -3.148 -2.641
C -0.602 -2.025 2.364
H -2.462 0.275 -0.462
C -3.233 1.283 2.678
C 2.341 -3.950 -2.460
F 2.547 -4.614 -1.313
H -2.044 -0.973 -2.081
C -2.981 3.431 -2.631
C 0.032 -3.338 -3.305
H 3.816 0.249 0.805
H 5.169 2.523 -2.549
N -1.305 0.221 1.745
N 0.439 -1.849 3.366
N -0.199 -1.424 -1.299
H -3.845 2.166 2.746
Ir 0.504 0.314 0.424
C -3.887 1.605 -1.338
C 2.366 -0.936 4.463
C -2.616 1.165 -1.053
I 1.235 3.227 1.435
F 2.325 -4.835 -3.446
H -2.958 -1.889 3.752
C 4.622 1.392 -0.805
H -3.132 4.309 -3.240
H 0.433 -2.485 4.149
I 0.576 4.067 3.906
H -5.084 3.085 -2.332
C 2.269 0.932 -0.493
H -0.840 3.492 -2.779
H 2.134 -0.120 5.148
C -3.574 0.117 3.344
C 1.060 -3.147 -2.396
H -4.464 0.059 3.949
C -1.597 -0.890 2.432
C 4.352 2.091 -1.989
H 3.377 -0.768 4.102
C -2.731 -0.976 3.228
C -4.082 2.747 -2.115
C -1.489 1.846 -1.566
N -0.232 1.393 -1.330
```

Values from the calculation:
Total charge: +2
E_HOMO (spin up / spin down) in eV: -13.75 / -13.69
2S+1: 2
Energy relative to the best compared isomer or geometry (same formula, charge and spin) in kJ/mol: 256.41
LUMO (spin up / spin down) in hartree: -0.3043 / -0.3017
Kohn-Sham gap (spin up / spin down) in Eh: 0.201 / 0.201
Max |F| in eV/Å: 5.545

---

No. 6
Density functional theory data (ωB97M-V with the def2-TZVPD basis set) for C26H22IrN8O as an isolated structure.

```
58
Properties=species:S:1:pos:R:3
C -1.493 2.856 0.116
N -0.424 -1.473 -1.276
N 2.722 4.071 -0.372
H 4.664 0.568 2.193
C 2.123 -3.273 0.166
C 1.482 3.760 -0.025
C -0.261 -2.660 -1.869
H -5.019 6.407 -0.047
C 3.268 -2.716 -0.643
C -6.350 3.471 0.338
C -1.323 -3.546 -1.986
H 3.637 1.033 -1.453
H -5.400 1.570 0.431
N -6.263 4.793 0.220
C 3.013 1.811 -1.040
H 3.767 -3.484 -1.229
C 1.009 -5.037 1.340
N -2.506 -3.298 -1.436
C -5.248 2.631 0.288
H 5.102 -2.572 0.455
H -1.337 3.915 0.258
C -0.392 2.039 -0.001
C 2.064 -4.597 0.550
Ir 1.104 -0.478 -0.297
C 0.049 -4.123 1.748
H -3.835 0.509 -0.509
H 4.470 3.382 -1.230
N 4.232 -2.095 0.255
C 0.979 2.480 -0.202
H 2.843 -5.280 0.236
C -5.058 5.328 0.043
H 0.881 4.548 0.413
C -2.681 -2.113 -0.868
H -3.645 -1.912 -0.414
C -1.749 0.197 -0.346
C -3.896 4.576 -0.030
N 1.170 -2.392 0.547
O 2.914 -0.307 0.652
N 1.767 1.497 -0.679
C 0.163 -2.812 1.338
H -0.776 -4.418 2.382
N -0.513 0.703 -0.143
H 5.148 -1.078 2.639
H -1.200 -4.483 -2.515
C 5.000 -0.389 1.805
H -7.344 3.065 0.479
C -3.984 3.189 0.095
H 2.897 -1.959 -1.347
H 5.958 -0.265 1.297
C -2.793 2.339 0.010
C 3.987 -0.949 0.866
H 0.714 -2.893 -2.273
C -2.883 0.965 -0.279
C -1.666 -1.168 -0.830
H 0.946 -6.075 1.640
C 3.472 3.115 -0.907
H -0.549 -2.062 1.656
H -2.961 5.088 -0.210
```

Values from the calculation:
Total charge: +3
E_HOMO in eV: -16.36
Energy relative to the best compared isomer or geometry (same formula, charge and spin) in kJ/mol: 109.19
LUMO in hartree: -0.3969
Kohn-Sham gap in Eh: 0.204
Max |F| in eV/Å: 0.820

---

Number 1: calculated total energy -45688.9974 eV. Number 2: calculated total energy -89181.5875 eV. Number 3: calculated total energy -122274.1556 eV. Number 4: calculated total energy -163838.2903 eV. Number 5: calculated total energy -74829.7424 eV. Number 6: calculated total energy -44100.4329 eV.